1.
7 unconnected molecules or ions with the total composition C41H61N7O4 in a non-equilibrium geometry. Source: the OMol25 dataset; level of theory: the ωB97M-V functional and the def2-TZVPD basis.

## Properties
* structure (SMILES): [H]/N=C/CC1=C(COc2cc(C)ccc2C(C)C)C(=O)OC1=O.CCCC#N.CCCC#N.CCCC#N.CCCC#N.CCCC#N.CCCC#N
* net charge: 0
* HOMO-LUMO gap: 6.48 eV
* HOMO energy: -7.7 eV

```
113
C41H61N7O4 the ωB97M-V functional and the def2-TZVPD basis
H -0.0545 -3.4981 -0.5876
N 0.2248 -2.8761 0.2276
C -0.2485 -3.5106 1.3522
C -0.0825 -2.9192 2.9020
C 1.4571 -2.4280 3.1769
C 1.9519 -1.0247 3.1714
C 1.2030 0.4104 2.9158
O -0.2590 0.3404 2.7788
C -0.7009 1.7393 2.6785
C -1.3243 2.4269 4.0588
C -1.8193 4.0073 4.1195
C -2.4129 4.7460 5.4844
C -1.6520 4.8671 2.7155
C -1.0447 4.1685 1.3221
C -0.5459 2.5725 1.2752
C 0.0777 2.0169 -0.1341
C -0.1750 0.4260 -0.4339
C -0.5667 2.8318 -1.4453
C 3.5586 -1.1737 3.4601
O 4.4273 -0.1876 3.7896
O 3.9782 -2.6020 3.2997
C 2.7489 -3.4382 3.4935
O 2.7479 -4.7354 3.8112
H -0.8066 -4.5532 1.1967
H -0.2566 -3.8698 3.6032
H -0.9135 -2.1504 3.1974
H 1.6732 0.9562 1.9796
H 1.4127 1.0885 3.8758
H -1.4254 1.7859 5.0373
H -3.2774 4.0365 5.8756
H -2.8229 5.8221 5.1976
H -1.5224 4.8070 6.2758
H -1.9614 6.0191 2.7115
H -0.9740 4.8920 0.3913
H 1.2288 2.2995 -0.1294
H -1.1546 0.0447 0.0881
H 0.7184 -0.1594 0.0995
H -0.1413 0.1478 -1.5905
H -1.7124 3.0781 -1.2413
H -0.5324 2.1346 -2.4139
H -0.0058 3.8527 -1.6358
C 1.9104 -1.8274 -4.1644
C 0.8895 -1.7385 -5.2942
C 0.9847 -0.4295 -6.0806
C 0.7279 0.7467 -5.1526
N 0.5149 1.7225 -4.3828
H 1.7543 -1.0441 -3.4159
H 1.8247 -2.7896 -3.6496
H 2.9321 -1.7370 -4.5508
H -0.1171 -1.8464 -4.8718
H 1.0431 -2.5796 -5.9791
H 0.2429 -0.4205 -6.8861
H 1.9771 -0.3229 -6.5316
C 4.0048 5.1321 -5.5952
C 4.7499 3.8851 -5.1298
C 3.8280 2.8451 -4.4899
C 3.1500 3.4428 -3.2677
N 2.5876 3.9386 -2.2539
H 3.5347 5.6581 -4.7581
H 4.6976 5.8334 -6.0709
H 3.2261 4.8753 -6.3225
H 5.5275 4.1825 -4.4156
H 5.2576 3.4331 -5.9889
H 4.4066 1.9664 -4.1862
H 3.0631 2.5184 -5.2027
C -4.3134 -2.3514 -1.5215
C -4.3962 -3.0143 -2.8928
C -3.3195 -4.0806 -3.1042
C -1.9418 -3.4475 -2.9964
N -0.7989 -2.9223 -2.9068
H -3.3670 -1.8181 -1.3868
H -5.1181 -1.6185 -1.4046
H -4.4085 -3.0935 -0.7206
H -4.3110 -2.2411 -3.6662
H -5.3836 -3.4753 -3.0057
H -3.4299 -4.5347 -4.0946
H -3.4113 -4.8740 -2.3546
C -0.9568 8.4752 8.4028
C -2.2290 9.2589 8.7098
C -3.4278 8.3552 9.0053
C -3.7220 7.4812 7.7970
N -3.9661 6.7561 6.7947
H -1.0675 7.8611 7.5034
H -0.1216 9.1605 8.2267
H -0.6892 7.8185 9.2384
H -2.4567 9.9127 7.8591
H -2.0474 9.9068 9.5743
H -4.3097 8.9635 9.2323
H -3.2238 7.7163 9.8713
C -3.4770 -9.6826 -1.4302
C -4.4980 -9.5937 -2.5600
C -4.4028 -8.2847 -3.3463
C -4.6596 -7.1084 -2.4184
N -4.8725 -6.1327 -1.6486
H -3.6331 -8.8993 -0.6816
H -3.5628 -10.6448 -0.9153
H -2.4554 -9.5922 -1.8166
H -5.5045 -9.7016 -2.1376
H -4.3443 -10.4348 -3.2449
H -5.1446 -8.2757 -4.1518
H -3.4103 -8.1781 -3.7974
C 6.4486 -2.1221 -1.0586
C 5.1765 -1.3385 -0.7516
C 3.9777 -2.2421 -0.4561
C 3.6835 -3.1162 -1.6644
N 3.4394 -3.8413 -2.6667
H 6.3380 -2.7362 -1.9580
H 7.2839 -1.4369 -1.2347
H 6.7163 -2.7788 -0.2229
H 4.9487 -0.6846 -1.6023
H 5.3581 -0.6905 0.1130
H 3.0958 -1.6339 -0.2291
H 4.1817 -2.8810 0.4099
```


2.
C3H4N2O2 in the gas phase. Source: the OMol25 dataset; level of theory: the ωB97M-V functional and the def2-TZVPD basis.

## Properties
* net charge: 0
* HOMO-LUMO gap: 9.27 eV
* HOMO energy: -8.6 eV

```
11
C3H4N2O2 the ωB97M-V functional and the def2-TZVPD basis
N -1.8972 -0.4889 -0.0834
C -0.6291 -0.2958 0.3415
C -0.1609 0.8254 1.0755
O 1.3312 0.4589 1.2576
C 1.0353 0.2753 -0.0199
O 1.6398 0.8938 -1.0360
N 0.4445 -0.9928 -0.3154
H -2.0285 -0.9346 -0.9793
H -2.5932 0.1847 0.2066
H 1.9499 1.7536 -0.7241
H 0.9083 -1.6797 0.2768
```


3.
A molecular structure, C26H39N6OReSSe. Source: the OMol25 dataset; level of theory: the ωB97M-V functional and the def2-TZVPD basis.

## Properties
* spin multiplicity: 4
* net charge: +3
* ⟨S²⟩: 3.78
* HOMO-LUMO gap (spin up / spin down): 7.38 / 5.95 eV
* HOMO energy (spin up / spin down): -15.2 / -15.4 eV

```
75
C26H39N6OReSSe the ωB97M-V functional and the def2-TZVPD basis
Re 1.5854 -0.6879 0.4339
C 3.2619 -2.3155 2.4451
C 3.8099 -0.9045 2.4595
N 2.7332 0.0909 2.1391
C 1.8584 0.4596 3.2978
C 0.7752 -0.5593 3.6220
S -0.0394 -1.2506 2.1275
C 0.2585 -3.0521 2.3223
C 1.3734 -3.5733 1.4208
N 2.4306 -2.5415 1.2152
H 2.6399 -2.5148 3.3133
H 4.0843 -3.0274 2.4780
H 4.5714 -0.7989 1.6927
H 4.2647 -0.6819 3.4241
H 3.2187 0.9451 1.8755
H 1.4061 1.4168 3.0525
H 2.4690 0.6149 4.1893
H -0.0076 -0.0795 4.2065
H 1.1448 -1.3948 4.2099
H -0.6799 -3.5425 2.0709
H 0.4319 -3.2324 3.3825
H 0.9803 -3.8230 0.4400
H 1.7998 -4.4796 1.8515
H 3.0537 -2.8800 0.4834
C 5.6046 0.1427 -1.4741
C 4.1109 0.1277 -1.4612
O 3.5020 -0.4643 -0.5236
N 3.4619 0.7562 -2.4244
C 2.0059 0.7625 -2.5282
C 1.3276 1.7051 -1.5609
C 1.0534 3.0033 -1.9413
C 0.4363 3.8774 -1.0559
C 0.0804 3.4094 0.1962
C 0.3686 2.1010 0.5157
N 1.0027 1.2552 -0.3262
H 5.9876 -0.7577 -1.0017
H 5.9543 1.0058 -0.9025
H 6.0017 0.2189 -2.4850
H 4.0059 1.2307 -3.1299
H 1.6570 -0.2571 -2.3898
H 1.7507 1.0568 -3.5419
H 1.3141 3.3280 -2.9415
H 0.2245 4.8988 -1.3490
H -0.4373 4.0338 0.9132
H 0.0506 1.6903 1.4613
Se -2.7552 0.8061 0.5217
C -3.4755 2.3956 1.1632
C -2.9485 3.0132 2.3135
C -3.4968 4.1916 2.7829
C -4.5755 4.7680 2.1139
C -5.1067 4.1670 0.9788
C -4.5657 2.9857 0.5022
H -2.1274 2.5408 2.8423
H -3.1028 4.6600 3.6750
H -5.0094 5.6854 2.4884
H -5.9494 4.6179 0.4717
H -4.9806 2.5058 -0.3747
N 0.3918 -1.5483 -0.9421
C -0.5232 -1.8846 -1.5935
N -1.5369 -2.2442 -2.2784
C -2.6611 -3.0269 -1.6696
C -3.9753 -2.3138 -1.9384
C -4.1541 -2.0489 -3.4336
C -2.9911 -1.2192 -3.9792
C -1.6633 -1.9169 -3.7352
H -2.4634 -3.1406 -0.6052
H -2.6455 -4.0137 -2.1347
H -3.9920 -1.3681 -1.3876
H -4.7816 -2.9363 -1.5493
H -5.0941 -1.5296 -3.6084
H -4.2123 -2.9998 -3.9729
H -2.9779 -0.2364 -3.4973
H -3.0922 -1.0591 -5.0529
H -0.8132 -1.3022 -4.0232
H -1.6091 -2.8605 -4.2797
```


4.
C2H3N3O3 in the gas phase in a non-equilibrium geometry. Source: the OMol25 dataset; level of theory: the ωB97M-V functional and the def2-TZVPD basis.

## Properties
* structure (SMILES): N/N=c1\o[nH]oc1=O
* net charge: 0
* HOMO-LUMO gap: 9.09 eV
* HOMO energy: -8.9 eV

```
11
C2H3N3O3 the ωB97M-V functional and the def2-TZVPD basis
N -2.3133 0.1402 -0.0635
N -1.1085 0.7672 0.2082
C 0.0266 0.1948 0.0739
O 0.2239 -1.1090 -0.0673
N 1.6688 -1.2714 0.0278
O 2.2683 -0.0986 -0.2016
C 1.3445 0.9158 -0.0554
O 1.6244 2.0724 -0.0013
H -2.2673 -0.7140 -0.6740
H -3.1547 0.7545 -0.2838
H 1.6873 -1.6518 1.0368
```


5.
2 unconnected molecules or ions with the total composition C2H2N2O in a non-equilibrium geometry. Source: the OMol25 dataset; level of theory: the ωB97M-V functional and the def2-TZVPD basis.

## Properties
* structure (SMILES): N#[N+][O-].C#C
* net charge: 0
* HOMO-LUMO gap: 10.27 eV
* HOMO energy: -9.6 eV

```
7
C2H2N2O the ωB97M-V functional and the def2-TZVPD basis
N 0.9262 -0.0858 -0.6887
N 1.7465 0.0499 0.0521
O 2.6471 0.3786 0.7540
C -1.6649 0.3694 -0.2740
C -0.9294 -0.5337 0.0544
H -2.2688 1.2690 -0.2893
H -0.4568 -1.4474 0.3915
```


6.
C6H11NO in the gas phase in a non-equilibrium geometry. Source: the OMol25 dataset; level of theory: the ωB97M-V functional and the def2-TZVPD basis.

## Properties
* structure (SMILES): CC[C@@H]1[C@@H](C)N1C=O
* net charge: 0
* HOMO-LUMO gap: 10.44 eV
* HOMO energy: -9.5 eV

```
19
C6H11NO the ωB97M-V functional and the def2-TZVPD basis
C -2.1654 -1.5340 -0.2777
C -0.9939 -1.1058 0.5684
C 0.1602 -0.5744 -0.2314
C 1.4065 -0.2219 0.3561
C 2.7004 -0.6240 -0.1804
N 0.4987 0.7253 -0.1978
C -0.1709 1.8078 0.0124
O -1.3602 2.0236 -0.0870
H -2.6037 -0.6008 -0.7920
H -1.9804 -2.1688 -1.2093
H -2.8656 -1.9792 0.4674
H -1.2888 -0.2514 1.1952
H -0.6033 -1.8006 1.2636
H 0.1976 -0.9767 -1.2703
H 1.2027 -0.2874 1.3969
H 2.9079 -1.7262 -0.0726
H 3.5374 -0.0904 0.2085
H 2.7783 -0.3271 -1.2238
H 0.4875 2.4565 0.6317
```


7.
C5H7N3O in the gas phase in a non-equilibrium geometry. Source: the OMol25 dataset; level of theory: the ωB97M-V functional and the def2-TZVPD basis.

## Properties
* spin multiplicity: 3
* net charge: 0
* ⟨S²⟩: 2.02
* HOMO-LUMO gap (spin up / spin down): 6.94 / 9.01 eV
* HOMO energy (spin up / spin down): -6.0 / -10.0 eV

```
16
C5H7N3O the ωB97M-V functional and the def2-TZVPD basis
C -1.5113 1.1211 0.4614
C -1.0326 -0.2703 0.3896
C 3.2131 0.0754 -0.1570
C 1.8483 -0.0585 0.2760
C -2.1923 -1.0781 -0.3768
N -0.7385 2.0315 -0.0243
N 0.4451 1.5824 -0.3535
N 0.6288 0.3194 -0.0779
O 2.5768 -1.1852 0.0991
H -2.5362 1.3686 0.6687
H -0.7462 -0.7909 1.2955
H 3.4307 0.2747 -1.2021
H 3.9750 0.3664 0.5534
H -2.9761 -1.1763 0.3641
H -2.5386 -0.5171 -1.2389
H -1.8460 -2.0630 -0.6774
```


8.
C2H3BrFNO2 in the gas phase in a non-equilibrium geometry. Source: the OMol25 dataset; level of theory: the ωB97M-V functional and the def2-TZVPD basis.

## Properties
* net charge: 0
* HOMO-LUMO gap: 9.11 eV
* HOMO energy: -9.4 eV

```
10
C2H3BrFNO2 the ωB97M-V functional and the def2-TZVPD basis
C -1.8864 -0.0395 -0.2074
C 1.5439 -0.7009 0.6466
N 1.5648 0.5987 0.0796
O 2.4894 1.1229 0.6200
O 0.6855 1.1328 -0.5650
F 2.4606 -1.5293 0.1446
Br -0.5579 -1.4620 -0.3039
H -2.8307 -0.4708 0.0649
H -1.7013 0.6543 0.5143
H -1.7678 0.6937 -0.9936
```


The records above give, respectively, ΔE to the lowest compared entry with this formula, charge and spin values of 1822.91; 561.40; 0.00; 332.25; 497.85; 270.69; 230.49; 377.86 kJ/mol.